# 1
A molecular structure, C4H2BaO2 at a distorted geometry, computed with wB97M-V/def2-TZVPD.

Each line ends with the Mulliken charge.
Element x y z (Å)
C (-1.513, 0.705, 0.293)  -0.077
Ba (3.787, 0.015, 0.807)  1.065
O (-2.671, 0.893, 0.658)  -0.489
C (1.509, -0.236, -0.671)  -0.826
H (1.633, 0.087, -1.718)  0.278
O (-1.408, -1.757, 0.543)  -0.665
H (-0.875, 1.560, -0.028)  0.259
C (0.325, -0.707, -0.325)  -0.058
C (-0.786, -0.561, 0.440)  0.512

Summary:
Strongest force on any atom in eV/Å: 7.19
ΔE to the lowest compared entry with this formula, charge and spin in kcal per mole: 52.7
Spin multiplicity: 1
Energy in hartree: -329.31438

***

# 2
3 unconnected molecules or ions with the total composition C4H2Br2O2S at a distorted geometry, computed with wB97M-V/def2-TZVPD.

Each line ends with the natural charge from an NBO analysis.
Element x y z (Å)
C (-1.492, 1.579, 0.041)  -0.058
O (0.408, -2.725, -0.914)  -0.828
Br (-2.152, 2.853, -0.999)  0.272
O (1.217, -0.456, -1.187)  -0.903
Br (1.312, 2.559, -1.704)  -0.309
C (-1.091, 0.651, 0.689)  -0.198
H (0.894, 1.131, -1.483)  0.268
C (-0.584, -0.387, 1.451)  0.088
H (0.196, -2.098, 2.643)  0.260
C (0.011, -1.359, 1.888)  -0.303
S (1.281, -1.749, -0.426)  1.710

Summary:
Strongest force on any atom in eV/Å: 4.81
ΔE to the lowest compared entry with this formula, charge and spin in kcal per mole: 68.5
Spin multiplicity: 1
Energy in hartree: -5850.14537

***

# 3
2 unconnected molecules or ions with the total composition C4H2BrIN2 at a distorted geometry, computed with wB97M-V/def2-TZVPD.

Each line ends with the natural charge from an NBO analysis.
Element x y z (Å)
N (-0.192, -1.721, 0.058)  -0.243
H (1.408, 4.030, -1.223)  0.322
H (-1.081, 2.122, -0.716)  0.521
N (-0.164, 2.613, -0.780)  -0.395
C (0.227, -2.189, 1.136)  0.010
C (-0.782, -1.195, -0.832)  0.204
Br (1.095, -3.615, 3.510)  0.471
C (0.673, 3.390, -0.802)  0.545
C (0.427, -2.805, 2.169)  0.001
I (-1.611, -0.629, -2.520)  0.565

Summary:
Strongest force on any atom in eV/Å: 6.59
ΔE to the lowest compared entry with this formula, charge and spin in kcal per mole: 0.0
Total charge: +2
Spin multiplicity: 1
Energy in hartree: -3133.96694

***

# 4
C4H2Cl2F2 in the gas phase at a distorted geometry, computed with wB97M-V/def2-TZVPD.

Each line ends with the natural charge from an NBO analysis.
Element x y z (Å)
C (0.027, -0.615, -0.779)  -0.363
C (-1.234, -0.559, -0.317)  0.392
F (-2.187, -1.137, -1.041)  -0.304
C (1.249, 1.475, -0.275)  0.215
Cl (2.352, -0.962, 0.390)  0.014
F (0.115, 2.188, -0.619)  -0.338
C (1.133, 0.149, -0.216)  -0.109
Cl (-1.796, 0.198, 1.127)  0.040
H (1.920, 2.122, 0.323)  0.201
H (0.212, -1.291, -1.640)  0.252

Summary:
SMILES: F/C=C(Cl)\C=C(\F)Cl
Strongest force on any atom in eV/Å: 2.36
ΔE to the lowest compared entry with this formula, charge and spin in kcal per mole: 9.3
Spin multiplicity: 1
Energy in hartree: -1273.67292

***

# 5
A molecular structure, C4H2Cl3N at a distorted geometry, computed with wB97M-V/def2-TZVPD.

Each line ends with the natural charge from an NBO analysis.
Element x y z (Å)
C (-0.393, 1.027, -0.393)  -0.080
Cl (-0.552, -1.916, -1.235)  0.068
C (0.906, 0.308, -0.367)  -0.455
H (1.595, 0.632, 0.409)  0.254
Cl (-0.963, 1.871, 0.979)  0.101
C (-0.269, -1.138, 1.334)  0.213
N (-0.477, -1.326, 2.450)  -0.274
H (1.401, 0.200, -1.325)  0.255
C (0.014, -0.853, 0.003)  -0.178
Cl (-1.261, 1.195, -1.854)  0.097

Summary:
Strongest force on any atom in eV/Å: 2.92
ΔE to the lowest compared entry with this formula, charge and spin in kcal per mole: 37.7
Spin multiplicity: 1
Energy in hartree: -1588.87108

***

# 6
C4H2ClFOS in the gas phase at a distorted geometry, computed with wB97M-V/def2-TZVPD.

Each line ends with the natural charge from an NBO analysis.
Element x y z (Å)
C (-0.459, 0.261, 1.436)  -0.165
C (-0.075, -0.011, -1.009)  -0.298
C (-0.744, 0.398, 0.152)  0.249
C (1.274, -0.682, -0.845)  0.383
F (-1.922, 1.089, -0.090)  -0.322
H (1.736, -1.015, -1.777)  0.156
S (-0.500, 0.096, -2.554)  0.185
Cl (-1.729, 0.676, 2.574)  0.042
O (1.920, -0.694, 0.220)  -0.512
H (0.499, -0.116, 1.894)  0.282

Summary:
SMILES: O=CC(=S)/C(F)=C/Cl
Strongest force on any atom in eV/Å: 3.84
ΔE to the lowest compared entry with this formula, charge and spin in kcal per mole: 19.5
Spin multiplicity: 1
Energy in hartree: -1187.03339

***

# 7
C4H2ClN in the gas phase at a distorted geometry, computed with wB97M-V/def2-TZVPD.

Each line ends with the natural charge from an NBO analysis.
Element x y z (Å)
H (-0.569, 0.447, 1.432)  0.282
C (1.978, -0.242, -0.362)  -0.143
H (2.979, -0.560, -0.563)  0.247
C (0.847, 0.067, -0.058)  -0.052
C (-1.476, -0.663, -0.077)  0.261
C (-0.524, 0.368, 0.340)  -0.350
N (-2.256, -1.421, -0.417)  -0.255
Cl (-0.978, 2.003, -0.295)  0.010

Summary:
SMILES: C#C[C@@H](Cl)C#N
Strongest force on any atom in eV/Å: 1.69
ΔE to the lowest compared entry with this formula, charge and spin in kcal per mole: 6.6
Spin multiplicity: 1
Energy in hartree: -668.47514

***

# 8
A molecular structure, C4H2ClN3O5 at a distorted geometry, computed with wB97M-V/def2-TZVPD.

Each line ends with the natural charge from an NBO analysis.
Element x y z (Å)
O (-3.178, -0.285, 0.395)  -0.526
H (-1.647, 1.480, 1.521)  0.447
N (-1.175, 0.715, 0.959)  -0.660
N (-1.249, -0.845, -0.751)  -0.662
C (0.889, -0.017, 0.030)  0.151
Cl (0.895, -1.523, 1.887)  -0.187
O (2.215, 0.791, -1.487)  -0.305
H (-1.597, -1.520, -1.507)  0.459
C (0.132, 1.080, 0.739)  0.614
O (0.627, -1.487, -1.852)  -0.499
C (-2.021, -0.091, 0.150)  0.810
N (2.280, 0.273, -0.399)  0.504
C (0.133, -0.889, -0.921)  0.605
O (0.473, 2.207, 0.935)  -0.482
O (3.223, 0.112, 0.301)  -0.269

Summary:
Strongest force on any atom in eV/Å: 3.74
ΔE to the lowest compared entry with this formula, charge and spin in kcal per mole: 0.0
Spin multiplicity: 1
Energy in hartree: -1154.16204

***

# 9
A molecular structure, C4H2ClNOS at a distorted geometry, computed with wB97M-V/def2-TZVPD.

Each line ends with the natural charge from an NBO analysis.
Element x y z (Å)
H (2.646, 1.256, 0.206)  0.245
H (-1.599, 1.211, 1.167)  0.320
C (0.157, 1.906, -0.066)  0.187
N (-0.417, 2.975, -0.252)  -0.267
S (-2.796, -1.067, -0.144)  0.095
C (0.469, 0.597, 0.106)  0.068
C (1.893, 0.429, 0.088)  -0.162
C (-1.638, 0.039, 0.510)  -0.084
O (-0.275, -0.579, -0.037)  -0.468
Cl (2.560, -1.142, -0.050)  0.066

Summary:
Strongest force on any atom in eV/Å: 10.16
ΔE to the lowest compared entry with this formula, charge and spin in kcal per mole: 127.3
Spin multiplicity: 1
Energy in hartree: -1141.79660

***

# 10
C4H2ClNS in the gas phase at a distorted geometry, computed with wB97M-V/def2-TZVPD.

Each line ends with the natural charge from an NBO analysis.
Element x y z (Å)
Cl (2.653, -0.575, -0.014)  0.047
H (-0.152, -2.099, -0.013)  0.250
C (-0.082, -1.033, -0.007)  -0.270
N (-0.827, 1.228, -0.031)  -0.431
C (0.972, -0.184, 0.040)  -0.086
H (1.036, 2.173, 0.026)  0.227
C (0.484, 1.222, 0.008)  0.091
C (-1.273, -0.125, -0.005)  -0.020
S (-2.811, -0.606, -0.003)  0.193

Summary:
SMILES: S=C1C=C(Cl)C=N1
Strongest force on any atom in eV/Å: 2.49
ΔE to the lowest compared entry with this formula, charge and spin in kcal per mole: 0.9
Spin multiplicity: 1
Energy in hartree: -1066.70330